Entry 1:
This record from OMol25 describes the molecule C22H25N3O5S2. The level of theory is ωB97M-V/def2-TZVPD.

Calculated values
Orbital gap ... 8.75 eV
E_tot ... -59599.3519 eV
LUMO level ... 0.397 eV
SMILES string ... COc1cccc(NC(=O)C2CCN(S(=O)(=O)c3ccc4c(c3)NC(=O)[C@@H](C)S4)CC2)c1

Structure (XYZ):
```
57
C22H25N3O5S2 ωB97M-V/def2-TZVPD
H 2.339 -2.935 2.110
C 1.125 1.251 0.722
H 0.098 1.647 -2.968
H 2.508 1.375 -2.349
H -3.618 -0.836 2.695
C -0.582 1.518 -0.953
N 4.064 -0.591 0.384
H -1.355 -1.672 -3.048
H 4.522 -0.751 -1.591
C -3.706 -1.482 0.011
C 4.127 -1.396 -0.806
H 2.889 -2.660 -2.020
C -2.475 1.596 1.356
H 3.758 -3.309 1.126
H -1.297 3.906 0.390
C 2.053 -2.631 0.001
H 4.837 -2.212 -0.641
H 1.421 1.188 1.757
N -0.139 -2.078 -0.795
S 3.807 1.036 0.191
H -3.969 2.424 0.086
H -5.265 -1.128 -1.399
H -1.923 -1.822 1.178
C -2.881 2.444 0.168
H -0.868 0.721 2.220
C -1.505 -1.767 -0.912
C -4.218 -1.675 2.334
H 0.275 -2.401 -1.659
H -2.707 4.483 -0.506
C -4.208 -1.301 -1.281
H 2.145 -1.122 -1.567
C 3.477 -1.215 1.557
N -1.172 1.221 1.392
O 0.359 -1.546 1.359
H -5.138 -1.729 2.913
O 3.995 1.642 1.473
S -2.270 1.715 -1.392
O 4.614 1.456 -0.917
H -3.664 -2.612 2.443
C 2.933 -2.608 1.255
H 4.242 -1.275 2.339
H 2.670 -0.584 1.929
O -3.238 1.323 2.255
C -2.384 3.876 0.336
C 0.679 -2.011 0.285
C -2.014 -1.606 -2.195
C -0.223 1.349 0.389
C 0.399 1.523 -1.940
C 1.730 1.368 -1.602
H -3.760 -1.224 -3.363
C 2.082 1.246 -0.268
H 1.855 -3.682 -0.243
C -3.365 -1.361 -2.368
C 2.754 -1.951 -1.201
H -2.792 4.299 1.252
O -4.628 -1.468 0.999
C -2.343 -1.694 0.195
```

Entry 2:
This record from OMol25 describes a cluster of 3 separate species, C4H9NS in total. The level of theory is ωB97M-V/def2-TZVPD.

Calculated values
Orbital gap (alpha / beta) ... 7.13 / 7.29 eV
E_tot ... -16611.2236 eV
LUMO level (alpha / beta) ... -1.137 / -0.890 eV

Structure (XYZ):
```
15
C4H9NS ωB97M-V/def2-TZVPD
N -0.317 -0.795 -1.904
H 0.826 -2.042 -3.007
C 0.907 -0.217 3.798
H 1.009 -1.221 4.048
C -0.348 0.125 3.374
H -0.555 1.128 3.166
H -0.997 -0.710 3.254
H 1.824 0.354 3.944
C -0.495 2.581 -2.156
S 0.749 0.279 -1.567
H -0.594 -1.254 -3.719
H -0.764 -2.653 -2.738
H 0.293 3.365 -1.981
H -1.384 2.861 -1.692
C -0.153 -1.802 -2.822
```

Entry 3:
This record from OMol25 describes a cluster of 2 separate species, C3H9NO in total. The level of theory is ωB97M-V/def2-TZVPD.

Calculated values
Orbital gap ... 6.25 eV
E_tot ... -6788.8792 eV
LUMO level ... -1.376 eV

Structure (XYZ):
```
14
C3H9NO ωB97M-V/def2-TZVPD
O -1.468 -0.892 0.804
N 0.293 1.143 1.086
H -1.138 -0.393 -1.026
C 1.049 -0.852 -0.443
H 0.331 -1.591 -0.067
H -0.014 2.065 0.971
H -0.321 0.452 -2.385
H 1.935 -1.017 0.203
H -0.612 0.580 1.228
C -0.250 0.158 -1.346
C 0.664 0.682 -0.280
H 1.461 -1.247 -1.422
H -2.137 -1.089 1.466
H 1.408 1.446 -0.593
```

Entry 4:
This record from OMol25 describes a cluster of 11 separate species, C56H145N11O17 in total. The level of theory is ωB97M-V/def2-TZVPD.

Calculated values
Orbital gap ... 8.92 eV
E_tot ... -111606.0457 eV
LUMO level ... 0.592 eV
SMILES string ... COC[C@H](C)N.COC[C@H](C)N.COC[C@H](C)N.COC[C@H](C)N.COC[C@H](C)N.COCCNCCOC.COCCNCCOC.COCCNCCOC.COCCNCCOC.COCCNCCOC.COCCNCCOC

Structure (XYZ):
```
229
C56H145N11O17 ωB97M-V/def2-TZVPD
N 3.121 35.135 19.116
C 3.957 30.568 21.438
H 2.713 43.270 19.893
H 2.221 35.547 18.915
H 1.492 37.305 15.353
H 7.867 35.066 26.046
H 0.172 37.615 23.266
N 0.019 37.683 16.851
H 9.473 40.111 19.246
H 3.525 43.960 22.250
C 2.631 32.739 25.128
H 4.650 25.690 24.454
O 5.264 30.814 20.974
H 9.676 34.665 20.976
C -3.056 42.353 23.752
H 3.935 33.419 26.682
H 1.913 45.392 19.416
C 2.735 34.356 13.069
H -1.495 35.206 12.553
H 5.424 41.611 22.038
H -3.100 43.113 26.327
C 9.799 40.556 20.186
C 2.337 33.530 15.386
H -2.706 42.296 22.721
H 7.885 44.195 23.228
C 3.775 33.623 25.623
H 6.435 41.542 24.297
C 4.482 26.095 23.456
H 1.026 38.886 15.449
H 3.799 35.378 24.532
C 4.109 37.337 26.073
H 16.752 43.319 17.965
H 7.971 42.157 24.533
H 1.785 34.390 23.282
N 14.059 39.292 19.317
H 3.781 34.643 13.178
N 1.312 44.704 19.848
C 6.274 41.958 21.452
H -0.562 36.044 20.870
H 11.192 35.324 19.080
H -2.216 41.404 27.551
H 5.317 39.538 25.088
H 1.609 33.805 16.150
H 1.441 36.945 24.249
H 9.881 32.209 18.972
C 3.384 36.939 20.751
C 4.065 29.664 22.738
C 3.036 24.308 22.859
C 11.498 38.978 19.713
H 2.924 23.728 23.775
H -1.334 38.179 14.582
H 12.095 33.904 19.230
H 3.099 29.626 23.242
H 0.335 42.490 20.953
N 2.039 34.497 14.361
H 2.396 37.367 20.580
C 2.128 43.795 20.648
O 2.572 34.966 10.787
H 6.695 35.072 22.237
H 8.407 35.793 23.758
H 2.120 32.493 15.130
C 5.289 31.655 19.834
H -3.976 42.907 23.937
H 4.019 36.154 15.174
H 5.306 25.654 22.894
C 9.950 35.636 26.101
C -2.119 42.817 25.955
C -0.922 36.145 18.451
H 5.284 40.888 19.481
H 4.155 32.542 16.239
H 5.957 33.523 22.438
O 2.008 41.616 21.922
H 4.753 30.168 23.416
H -1.437 35.185 18.465
H -1.632 36.822 18.926
H 4.490 38.065 26.789
C 3.877 36.310 19.443
N 7.003 43.842 22.884
H 9.467 41.594 20.186
H 7.980 34.049 16.721
C 0.209 35.448 20.383
H -0.083 34.406 20.256
H 0.718 37.569 17.571
O 0.368 36.112 19.127
H 15.537 44.587 17.915
H 8.835 32.514 16.937
O 8.933 33.950 18.569
H 11.221 38.806 18.673
H 3.879 27.943 24.298
H 14.995 41.030 17.559
H 13.106 37.542 20.187
H 9.362 33.510 27.015
C 9.413 33.031 19.513
H 5.058 36.437 16.621
H 2.485 32.806 10.669
H 6.304 32.015 19.666
C 7.389 41.631 23.777
H 2.739 31.747 25.567
H 4.698 33.374 25.099
C 4.726 38.879 24.453
C -1.722 41.459 26.581
H 4.903 31.249 18.899
H 13.896 40.999 20.415
C 3.874 33.478 15.757
O 7.340 34.011 23.932
H 1.507 41.124 25.762
H 2.144 36.233 12.208
N 4.688 28.365 22.378
C -0.718 36.410 16.953
H 2.231 33.354 21.830
O 4.724 37.547 24.802
H 6.438 43.840 23.720
H 3.383 34.699 18.244
N 10.871 33.098 21.544
H 1.371 33.741 9.642
H 16.157 40.997 18.946
O 6.937 40.973 20.679
C 0.143 39.972 24.549
H -0.171 40.315 27.219
H 0.669 45.278 20.373
H 5.060 39.024 23.426
H 1.479 40.153 20.661
H -2.184 40.722 25.924
H 5.431 39.395 20.357
C 5.355 35.896 19.422
O 11.216 40.332 20.200
C 1.248 42.765 21.480
H 6.743 39.729 19.221
C 15.187 41.339 18.587
H 5.580 35.216 20.243
H 13.125 41.147 18.931
H -3.355 41.354 24.070
H 7.784 36.387 20.733
C 4.123 35.855 26.447
H -0.931 39.792 24.491
H 4.780 32.616 19.918
C 7.275 42.473 22.507
H -1.456 43.618 26.284
H -0.925 36.765 11.862
C 6.892 34.061 22.593
H 3.086 37.634 25.839
H 3.784 36.992 18.598
O -1.933 42.803 24.524
H 10.010 33.104 25.535
H 0.908 35.016 11.911
H 13.143 38.937 21.134
C 11.509 34.600 19.831
H 9.449 34.280 23.730
H 7.593 33.675 21.853
H 5.187 35.724 26.644
H 3.079 39.996 21.442
H 3.317 36.110 21.455
H 1.184 35.435 20.870
H 8.588 32.615 20.090
H 7.870 36.097 19.010
H 9.317 40.038 21.014
H 7.307 32.896 17.719
C 1.982 35.174 12.006
H 3.316 30.090 20.696
H -2.184 36.915 12.950
C 2.384 40.682 20.959
H 8.287 42.638 22.136
N 9.167 33.336 26.040
H 2.199 23.991 22.237
C 4.756 35.725 15.853
H -0.141 35.614 16.482
H 1.802 38.377 23.342
H 3.719 39.295 24.445
H 3.626 35.804 27.415
C 4.639 27.567 23.613
H 5.589 35.455 15.203
H 2.594 45.456 21.947
C 6.013 40.188 19.888
H 1.723 33.068 25.633
H -0.049 38.249 13.494
N 3.494 35.046 25.436
C 8.283 33.300 17.453
C -1.332 36.267 12.742
H 8.069 37.775 19.739
H 3.987 28.039 21.728
C 10.283 33.901 20.489
C 12.979 38.622 20.103
O 4.244 34.594 16.515
H 2.667 33.290 12.852
C 1.010 37.885 23.907
H 14.943 39.165 19.789
H 9.948 35.736 27.186
H 11.373 32.362 21.069
H 5.655 35.439 18.479
O -0.478 36.365 13.841
H 12.158 35.021 20.599
H 0.501 40.257 23.560
H -1.655 36.424 16.396
H 3.082 33.552 9.224
H 7.780 40.620 23.660
C 13.998 40.673 19.380
H 3.934 45.011 20.861
H 4.509 33.380 14.876
C 15.704 43.524 17.745
C 7.547 36.819 19.761
N -0.267 41.197 26.737
H 15.507 43.380 16.683
O 2.573 32.515 23.723
C 0.586 37.891 15.506
H 0.928 43.302 22.373
C 8.547 34.767 24.099
C 2.451 33.638 22.859
H 10.957 35.326 25.824
H 3.325 34.288 22.820
H 2.827 41.135 20.072
C 3.127 44.626 21.484
H 3.463 31.537 21.507
O 0.637 38.751 24.982
H 9.856 36.660 25.740
O 14.883 42.711 18.583
H 1.113 34.899 14.387
C 0.463 41.200 25.458
H 3.965 24.036 22.357
C 8.831 34.764 25.635
H 5.551 27.718 24.191
H 0.245 42.088 24.864
H 3.964 37.733 21.220
H 10.169 32.671 22.132
O 3.111 25.743 23.061
H 10.846 38.308 20.274
C 2.382 33.695 10.047
H 5.885 42.707 20.762
O 6.147 37.056 19.658
C -0.378 37.698 14.376
```

Entry 5:
This record from OMol25 describes the molecule C20H22N2O4. The level of theory is ωB97M-V/def2-TZVPD.

Calculated values
Orbital gap ... 6.93 eV
E_tot ... -32267.7838 eV
LUMO level ... -1.737 eV
SMILES string ... CCCc1c2c([nH]c(=O)c1C)C(=O)c1[nH]c(=O)c(C)c(CCC)c1C2=O

Structure (XYZ):
```
48
C20H22N2O4 ωB97M-V/def2-TZVPD
C -0.002 -0.364 0.227
H 5.763 -1.463 1.133
C 4.054 -1.481 -0.816
H 5.013 -2.928 1.688
H -3.910 3.635 -2.012
C -2.198 1.765 -2.827
C -2.648 1.966 -1.459
C -3.829 2.909 -1.206
N -1.121 0.948 -3.106
C 3.719 -1.529 0.612
H 3.606 0.776 2.229
H -1.272 3.594 1.115
C -1.563 2.833 3.105
C -0.345 0.384 -2.107
C -0.735 0.470 -0.778
H 1.154 -2.093 2.590
H 1.501 -0.245 4.192
H 4.771 -1.450 2.566
C -2.244 1.616 1.040
C 2.428 -1.260 1.044
H -0.805 0.907 -4.069
H -2.229 0.739 1.661
C 1.446 -0.812 -0.035
C 0.899 -0.308 -2.452
H -3.215 2.070 1.163
H 2.885 1.763 3.463
C 3.111 0.744 3.184
H 2.832 -2.015 3.075
O 5.155 -1.752 -1.216
C 1.845 -0.096 3.171
C 4.851 -1.869 1.565
H -2.604 3.150 3.327
H -3.715 3.434 -0.240
C -1.209 2.616 1.636
H -0.169 2.223 1.554
O 1.265 -0.348 -3.632
H -0.851 3.565 3.494
N 3.081 -1.201 -1.735
O -2.704 2.322 -3.766
H -4.788 2.361 -1.189
C 2.042 -1.453 2.503
O -0.632 -1.033 0.999
H 1.066 0.506 2.646
H -1.396 1.911 3.640
C 1.798 -0.780 -1.369
H 3.820 0.382 3.909
C -1.921 1.353 -0.434
H 3.402 -1.065 -2.687
```

Entry 6:
This record from OMol25 describes the molecule C2H6N2O. The level of theory is ωB97M-V/def2-TZVPD.

Calculated values
Orbital gap ... 10.65 eV
E_tot ... -7198.9883 eV
LUMO level ... 0.915 eV
SMILES string ... NCNC=O

Structure (XYZ):
```
11
C2H6N2O ωB97M-V/def2-TZVPD
H 2.468 -0.713 0.131
H -0.154 1.347 0.590
O -2.244 -0.577 -0.759
N -0.508 0.474 0.224
H 1.726 0.281 1.152
H 0.276 -1.465 0.123
C 0.484 -0.462 -0.251
N 1.790 0.039 0.167
H -2.444 1.224 0.120
C -1.797 0.377 -0.159
H 0.403 -0.525 -1.340
```

Entry 7:
This record from OMol25 describes the molecule C7H10O. The level of theory is ωB97M-V/def2-TZVPD.

Calculated values
Orbital gap (alpha / beta) ... 7.36 / 7.87 eV
E_tot ... -9461.7255 eV
LUMO level (alpha / beta) ... 1.039 / -2.365 eV
<S²> ... 2.006
Spin multiplicity ... 3

Structure (XYZ):
```
18
C7H10O ωB97M-V/def2-TZVPD
C -0.664 1.219 0.809
H -1.639 -0.727 0.838
O 2.374 -1.507 1.333
C 1.561 -0.146 -0.889
H -2.674 0.149 -0.897
C 0.479 -0.910 0.072
C -1.635 -0.065 -1.069
H -1.519 -1.111 -1.516
H -1.328 0.748 -1.816
C 2.360 0.554 -1.450
H 0.617 -1.082 2.306
C -0.913 -0.109 0.244
H 0.334 -1.877 -0.292
C 1.244 -1.104 1.407
H -0.567 1.300 1.931
H 3.162 1.002 -2.026
H 0.270 1.762 0.473
H -1.462 1.905 0.540
```

Entry 8:
This record from OMol25 describes a structure of composition C2H4KO2. The level of theory is ωB97M-V/def2-TZVPD.

Calculated values
Orbital gap ... 3.71 eV
E_tot ... -22557.1132 eV
LUMO level ... 1.950 eV
Total charge ... -1

Structure (XYZ):
```
9
C2H4KO2 ωB97M-V/def2-TZVPD
H -0.857 -1.214 1.118
K -0.323 1.705 -1.839
C 0.599 0.288 0.350
H -0.060 -1.582 -0.392
H 1.430 -0.211 0.916
O 0.316 1.486 0.916
O -1.596 -0.253 -0.549
C -0.545 -0.726 0.168
H 1.037 0.505 -0.688
```

Entry 9:
This record from OMol25 describes the molecule C2H4N4. The level of theory is ωB97M-V/def2-TZVPD.

Calculated values
Orbital gap ... 11.18 eV
E_tot ... -8097.4971 eV
LUMO level ... 0.552 eV
SMILES string ... Cc1nnn[nH]1

Structure (XYZ):
```
10
C2H4N4 ωB97M-V/def2-TZVPD
N -0.806 -0.868 -0.342
H -1.328 -1.209 0.568
C 0.141 0.152 -0.248
N -1.160 -0.951 -1.601
H -0.112 0.989 1.561
H 1.015 -0.322 1.684
H 1.531 1.261 0.918
N -0.397 -0.143 -2.223
C 0.694 0.554 1.073
N 0.423 0.536 -1.391
```

Entry 10:
This record from OMol25 describes a cluster of 2 separate species, C5H11NO2 in total. The level of theory is ωB97M-V/def2-TZVPD.

Calculated values
Orbital gap ... 8.94 eV
E_tot ... -10948.1541 eV
LUMO level ... 0.913 eV
SMILES string ... CC(=O)O.C=CNC

Structure (XYZ):
```
19
C5H11NO2 ωB97M-V/def2-TZVPD
H 0.355 -0.295 2.358
C -0.765 -1.421 -0.558
H -0.164 -1.988 2.219
C 0.797 1.470 -0.549
N 0.078 -0.919 0.399
O -0.116 1.387 -1.516
H -1.114 -2.127 -2.505
H -1.318 -0.678 1.918
C -0.277 -0.981 1.794
C 0.319 2.314 0.599
H -0.676 1.995 0.896
H 1.009 2.233 1.433
H 0.176 0.768 -2.209
H 1.100 -0.912 0.166
H -1.809 -1.445 -0.262
O 1.887 0.935 -0.622
H 0.649 -1.865 -2.059
H 0.261 3.350 0.270
C -0.391 -1.819 -1.774
```

Entry 11:
This record from OMol25 describes a cluster of 2 separate species, CH6N2S2 in total. The level of theory is ωB97M-V/def2-TZVPD.

Calculated values
Orbital gap ... 9.73 eV
E_tot ... -25784.6923 eV
LUMO level ... 0.225 eV
SMILES string ... [H]/N=C/N.SS

Structure (XYZ):
```
11
CH6N2S2 ωB97M-V/def2-TZVPD
S -1.307 2.792 -0.403
H 0.004 -1.620 1.547
N 1.108 -0.630 -1.242
H -0.472 -2.090 0.007
N 0.295 -1.787 0.598
C 1.019 -0.777 0.011
H -2.336 0.419 0.054
H 1.637 -0.221 0.719
H 1.687 0.174 -1.460
H -0.025 2.533 -0.695
S -1.610 1.208 0.863
```

Entry 12:
This record from OMol25 describes a structure of composition C2H2BrF2NO. The level of theory is ωB97M-V/def2-TZVPD.

Calculated values
Orbital gap (alpha / beta) ... 7.69 / 8.85 eV
E_tot ... -81115.8551 eV
LUMO level (alpha / beta) ... 0.359 / -2.173 eV
<S²> ... 2.005
Spin multiplicity ... 3

Structure (XYZ):
```
9
C2H2BrF2NO ωB97M-V/def2-TZVPD
F -3.832 1.677 0.759
Br -2.502 -1.211 0.150
H 1.079 0.153 -1.268
C 0.128 1.580 -0.261
F -2.727 1.570 -1.023
H -1.279 -0.447 -0.238
C -2.628 1.397 0.341
O -0.201 2.429 0.454
N 0.226 0.651 -1.045
```